10
Properties=species:S:1:pos:R:3:forces:R:3 method="wB97M-V/def2-TZVPD" total_charge=-1 gap_ha=0.337
C -1.882488 -1.000305 0.742425 -0.5 -2.2 1.2
N -2.102842 -2.004236 1.313186 0.6 2.7 -1.5
N 2.750815 0.714672 0.022560 -0.1 -0.8 0.4
N 1.589773 0.160961 -0.164681 1.4 -1.2 -0.6
O -2.146028 1.710972 0.553370 0.2 -0.6 0.3
O 1.583779 -1.022695 -0.505954 -1.1 -1.7 -0.3
O 0.454798 0.763639 -0.057083 -0.2 1.5 0.6
O -1.881109 0.321114 -1.629888 -0.3 -0.7 -1.2
P -1.766085 0.528648 -0.213466 1.7 0.7 0.9
H 3.399387 -0.172768 -0.060466 -1.6 2.3 0.0